1:
{
  "formula": "C26H31Br8N3O6",
  "method": "the ωB97M-V functional and the def2-TZVPD basis",
  "elements": ["Br", "Br", "Br", "Br", "Br", "Br", "Br", "Br", "O", "O", "O", "O", "O", "O", "N", "N", "N", "C", "C", "C", "C", "C", "C", "C", "C", "C", "C", "C", "C", "C", "C", "C", "C", "C", "C", "C", "C", "C", "C", "C", "C", "C", "C", "H", "H", "H", "H", "H", "H", "H", "H", "H", "H", "H", "H", "H", "H", "H", "H", "H", "H", "H", "H", "H", "H", "H", "H", "H", "H", "H", "H", "H", "H", "H"],
  "coordinates": [[-0.0832, -0.7493, -1.7991], [5.1947, 1.5469, 5.0599], [1.7102, 0.6666, 2.1842], [2.8298, 3.7116, -1.4214], [1.3874, 3.0781, -5.7524], [1.9498, -7.0352, -1.0475], [0.9318, 1.8931, 6.6427], [0.2886, -4.3050, 0.8266], [-4.6610, 1.6723, 5.0853], [-2.9850, 2.6292, 4.1179], [2.9735, -2.3228, -2.3202], [-5.7373, -0.8635, 0.1656], [3.5739, -0.2900, -2.6743], [-4.0701, -0.4184, -1.1298], [-4.8468, -0.1346, -0.2405], [-3.6532, 1.6524, 4.4070], [3.2414, -1.3940, -3.0567], [2.0318, -4.3551, -0.0225], [0.0817, 0.1507, -0.0591], [-5.6707, 2.9498, 1.6759], [-1.8245, 0.1117, 3.8714], [-3.4008, 3.1026, 0.8669], [3.0263, -0.7104, -6.7008], [2.9089, -2.8913, -4.9695], [3.4181, 1.0639, 5.6194], [-3.6319, -1.6932, 2.7752], [3.0713, -1.5997, -4.4995], [-3.5071, 1.8382, 0.3209], [2.8447, -3.0820, -6.3428], [-4.7147, 1.1700, 0.4147], [2.5297, 3.4029, -4.2014], [-2.2616, -1.9407, 2.6910], [-5.8019, 1.6992, 1.0890], [1.6645, 3.3324, -2.9727], [-4.4681, 3.6315, 1.5771], [2.8111, -1.9917, -7.2069], [1.4318, -0.1976, 0.4786], [2.0230, -5.1193, -1.3090], [3.1560, -0.5109, -5.3416], [-1.3793, -1.0345, 3.2433], [-4.1006, -0.5448, 3.4105], [-3.1823, 0.3525, 3.8997], [2.8014, 2.2590, 6.2805], [2.7675, -2.1919, -8.2689], [2.2991, -3.3199, -0.2241], [-4.3271, 4.5867, 2.0665], [2.8475, 3.1456, 5.6589], [0.0498, 1.2106, -0.2996], [-6.5459, 3.3833, 2.1400], [2.9361, -4.9020, -1.8633], [3.3191, 2.6609, -4.1783], [-1.1287, 0.8286, 4.2856], [-4.3469, -2.3268, 2.2675], [3.4783, 0.2353, 6.3193], [2.8036, 0.7356, 4.7864], [3.2938, 2.4566, 7.2287], [3.1690, 0.4906, -4.9397], [0.9657, 4.1599, -2.9638], [-5.1312, -0.2463, 3.2727], [2.7255, -4.0870, -6.7264], [2.7567, -4.7448, 0.6860], [-1.9452, -2.8328, 2.1675], [1.5745, -1.2715, 0.5954], [-2.4919, 3.6854, 0.8239], [2.8911, 4.4145, -4.3344], [-6.7506, 1.1923, 0.9716], [1.2276, 2.3659, -2.7593], [1.2113, -4.8314, -1.9720], [2.9040, -3.7429, -4.3068], [3.1066, 0.1209, -7.3887], [-2.6710, 1.3766, -0.1867], [-0.3147, -1.2324, 3.2173], [-0.7951, -0.1658, 0.4910], [2.2204, 0.1154, -0.2025]],
  "orbital_gap_ev": 8.9,
  "charge": 0,
  "smiles": "O=[N+]([O-])c1ccccc1.O=[N+]([O-])c1ccccc1.O=[N+]([O-])c1ccccc1.BrCCBr.BrCCBr.BrCCBr.BrCCBr",
  "e_homo_ev": -9.88
}


2:
{
  "formula": "C26H31Br8N3O6",
  "method": "the ωB97M-V functional and the def2-TZVPD basis",
  "elements": ["Br", "Br", "Br", "Br", "Br", "Br", "Br", "Br", "O", "O", "O", "O", "O", "O", "N", "N", "N", "C", "C", "C", "C", "C", "C", "C", "C", "C", "C", "C", "C", "C", "C", "C", "C", "C", "C", "C", "C", "C", "C", "C", "C", "C", "C", "H", "H", "H", "H", "H", "H", "H", "H", "H", "H", "H", "H", "H", "H", "H", "H", "H", "H", "H", "H", "H", "H", "H", "H", "H", "H", "H", "H", "H", "H", "H"],
  "coordinates": [[5.8470, -4.8623, -0.9480], [-1.6730, 2.9398, 4.1957], [2.3607, 4.3580, 2.5110], [-5.8537, 7.6117, -5.9149], [-5.4981, 7.8170, -0.6583], [-1.1324, 6.7140, 0.2837], [-5.8762, 4.3711, -4.8698], [4.7492, -1.8266, -2.2454], [3.5428, -4.9864, 4.5402], [1.5681, -7.3340, 1.1715], [1.1776, -0.5749, -0.3028], [1.9536, -5.9435, 5.6369], [3.6352, -6.9088, 0.7340], [0.1269, -1.3099, -2.0299], [2.4471, -6.8517, 0.4881], [2.3736, -5.2170, 4.7587], [0.4058, -0.4374, -1.2307], [4.1873, -2.5394, -0.5197], [-3.9231, 7.1577, 0.2772], [-5.3924, 7.1321, -4.0966], [-2.7333, 7.2525, -0.6270], [2.0297, -6.1171, -0.7089], [0.8771, -5.3535, -0.6276], [0.1045, -4.3507, 4.4275], [-1.6803, 3.2001, -1.4456], [1.7953, -3.9329, 2.7610], [2.5153, -5.1465, -2.8384], [0.8735, -3.2561, 1.9722], [-4.8129, 5.7486, -4.0060], [1.3799, -4.5261, 3.9354], [0.5687, -4.4880, -1.6436], [5.2666, -3.3574, 0.1194], [-0.2838, 3.4001, 2.9021], [1.0447, 3.4612, 3.6253], [1.3779, -4.3815, -2.7744], [-0.8169, -3.6633, 3.6345], [-2.1732, 2.0802, -2.1113], [2.8760, -5.9727, -1.7866], [-0.4258, -3.0931, 2.4370], [0.1856, 1.9263, -0.6487], [-1.4867, 0.8858, -2.0653], [-0.5315, 3.1059, -0.6734], [-0.3183, 0.8316, -1.3310], [-3.0694, 2.1461, -2.7112], [-2.8880, 6.6389, -1.5121], [4.8900, -3.8095, 1.0380], [0.1911, -5.5655, 0.1825], [6.1508, -2.7907, 0.3949], [-0.1849, -4.7970, 5.3677], [2.8194, -4.1267, 2.4660], [-1.1798, -2.6018, 1.8332], [-1.8481, -3.6400, 3.9630], [3.2001, -5.0923, -3.6752], [1.1685, -2.7850, 1.0428], [-6.2781, 7.2798, -3.4965], [-4.6088, 7.8025, -3.7448], [-2.6111, 8.2632, -1.0101], [-4.0899, 6.1334, 0.5972], [-0.1534, 3.9564, -0.1233], [-1.8917, -0.0161, -2.5000], [-0.3074, 2.6691, 2.1042], [3.3685, -3.2007, -0.7950], [-0.5997, 4.3650, 2.5168], [1.0968, -3.6457, -3.5137], [-0.3684, -3.9472, -1.6038], [1.1014, 1.8255, -0.0821], [-3.8235, 5.7004, -4.4492], [-3.8401, 7.7968, 1.1481], [0.9600, 3.9918, 4.5635], [3.8695, -6.3941, -1.8345], [1.4205, 2.4542, 3.7691], [3.8809, -1.7231, 0.1225], [-2.2754, 4.1043, -1.4040], [-4.7577, 5.4452, -2.9617]],
  "orbital_gap_ev": 8.6,
  "charge": 0,
  "smiles": "O=[N+]([O-])c1ccccc1.O=[N+]([O-])c1ccccc1.O=[N+]([O-])c1ccccc1.BrCCBr.BrCCBr.BrCCBr.BrCCBr",
  "e_homo_ev": -9.69
}


Stability, descending: 1, 2


1:
{
  "formula": "C9H10N2",
  "method": "the ωB97M-V functional and the def2-TZVPD basis",
  "elements": ["N", "N", "C", "C", "C", "C", "C", "C", "C", "C", "C", "H", "H", "H", "H", "H", "H", "H", "H", "H", "H"],
  "coordinates": [[-0.6932, -1.5553, -0.0077], [-1.0036, 0.5973, -0.0669], [-1.6726, -0.6686, -0.0363], [0.4944, -0.8775, -0.1728], [1.3152, 1.3817, 0.0705], [-3.1086, -0.7162, 0.1332], [1.7554, -1.4239, -0.0507], [2.9031, -0.5484, 0.0101], [2.6375, 0.8711, 0.0590], [-1.7231, 1.8239, -0.0800], [0.3414, 0.5079, -0.0274], [3.9438, -0.9300, 0.2259], [-3.6842, -0.3009, 1.0260], [-2.4381, 1.7561, -0.7600], [1.1625, 2.4659, 0.1104], [-3.5786, -0.3109, -0.8088], [3.4765, 1.5452, 0.1231], [-3.3331, -1.7684, 0.1889], [1.9388, -2.4230, 0.2092], [-2.3644, 1.8629, 0.8693], [-0.9021, 2.7086, -0.0961]],
  "orbital_gap_ev": 9.0,
  "charge": 0,
  "smiles": "Cc1nc2ccccc2n1C",
  "e_homo_ev": -8.24
}


2:
{
  "formula": "C9H10N2",
  "method": "the ωB97M-V functional and the def2-TZVPD basis",
  "elements": ["N", "N", "C", "C", "C", "C", "C", "C", "C", "C", "C", "H", "H", "H", "H", "H", "H", "H", "H", "H", "H"],
  "coordinates": [[2.1201, -0.4878, 0.1533], [-0.5647, 1.5675, -1.3206], [0.3425, 1.5783, -0.2169], [-1.9374, 1.0845, 0.7195], [-0.6231, 1.7374, 1.1682], [-0.2471, -0.5874, -0.5516], [-0.4251, -1.9237, -0.1444], [1.9348, -1.7904, 0.3049], [0.8860, 0.1291, -0.1672], [0.7346, -2.4935, 0.2771], [-1.4267, 0.4897, -0.6723], [-0.2468, 1.1290, 2.1285], [-2.4384, 0.4423, 1.3251], [1.1330, 2.4195, -0.3204], [-2.6579, 1.8707, 0.2881], [-2.1017, 0.1765, -1.3372], [0.8160, -3.5000, 0.8170], [-1.5274, -2.3257, -0.2145], [-1.2691, 2.4850, -1.1191], [2.8270, -2.3635, 0.6715], [-0.8536, 2.7643, 1.6286]],
  "orbital_gap_ev": 9.9,
  "charge": 0,
  "smiles": "c1cnc2c(c1)[C@H]1CC[C@@H]2N1",
  "e_homo_ev": -9.14
}


Stability, descending: 1, 2


1:
{
  "formula": "C4H12O3",
  "method": "the ωB97M-V functional and the def2-TZVPD basis",
  "elements": ["O", "O", "O", "C", "C", "C", "C", "H", "H", "H", "H", "H", "H", "H", "H", "H", "H", "H", "H"],
  "coordinates": [[-1.9302, 0.1663, -1.6770], [-0.4670, 1.8208, -0.9829], [0.1646, -1.3715, 1.1058], [-2.2920, 1.1084, 0.4553], [2.5073, -0.8855, 1.2813], [1.3103, -1.6826, 0.8748], [-1.2459, 0.7223, -0.5831], [-1.0582, 2.5210, -1.2883], [3.1248, -0.7041, 0.4022], [1.1263, -0.1475, -1.6714], [-1.8098, 1.5887, 1.3015], [-3.0144, 1.7924, 0.0115], [3.0929, -1.4531, 1.9958], [-1.2883, -0.1527, -2.3212], [1.3785, -0.8788, -1.8539], [-2.8157, 0.2191, 0.7895], [-0.5499, -0.0132, -0.0977], [2.2136, 0.0601, 1.7205], [1.5530, -2.7101, 0.5372]],
  "orbital_gap_ev": 11.1,
  "charge": 0,
  "e_homo_ev": -10.08
}


2:
{
  "formula": "C4H12O3",
  "method": "the ωB97M-V functional and the def2-TZVPD basis",
  "elements": ["O", "O", "O", "C", "C", "C", "C", "H", "H", "H", "H", "H", "H", "H", "H", "H", "H", "H", "H"],
  "coordinates": [[0.1384, -3.7747, 1.5196], [0.0494, -2.0208, -1.3893], [0.3444, 3.5963, 0.4468], [0.5755, 2.1996, 0.5923], [-0.6417, 1.4000, 0.0873], [-0.3986, -1.0544, -0.4524], [-0.3602, 0.3657, -0.9964], [0.7769, -1.6421, -1.9021], [1.4615, 1.9231, 0.0193], [0.1805, -1.1332, 0.4700], [-1.3775, 2.1353, -0.2304], [0.8029, 1.9504, 1.6248], [-1.4162, -1.3148, -0.1937], [0.7591, -3.2806, 0.9729], [-1.0776, 0.4240, -1.8141], [0.3444, -4.6921, 1.3120], [-1.1252, 0.9462, 0.9641], [0.6593, 4.0482, 1.2381], [0.6539, 0.5255, -1.4056]],
  "orbital_gap_ev": 11.1,
  "charge": 0,
  "smiles": "OCCCCO.O",
  "e_homo_ev": -10.34
}


Stability, descending: 2, 1